Molecular formula: C45H33FGeN7NiO11S3
Method: DFT, the ωB97M-V functional and the def2-TZVPD basis

Each line ends with the Löwdin spin population.
Positions of all 102 atoms, in Å:
Ni1 0.37 0.14 0.37  1.202
C1 0.07 -0.14 2.36  -0.096
C2 -0.78 -1.31 2.63  -0.004
C3 -0.24 -2.59 2.81  -0.010
C4 -1.06 -3.69 2.97  0.001
C5 -2.45 -3.55 2.99  -0.011
C6 -2.99 -2.28 2.85  0.001
C7 -2.17 -1.18 2.68  -0.011
H1 1.03 -0.20 2.86  0.003
H2 -0.42 0.81 2.59  -0.005
H3 0.83 -2.72 2.77  0.000
H4 -0.62 -4.67 3.07  0.000
H5 -3.09 -4.41 3.10  -0.001
H6 -4.07 -2.15 2.87  0.000
H7 -2.61 -0.19 2.57  0.000
O1 -6.34 -2.98 -1.50  0.000
N1 -5.37 -3.74 -1.55  0.000
O2 -5.44 -4.91 -1.89  0.000
C8 -4.08 -3.22 -1.17  -0.001
C9 -3.95 -1.88 -0.85  0.000
C10 -2.71 -1.38 -0.50  -0.001
C11 -1.50 -2.19 -0.44  0.004
O3 -0.37 -1.77 -0.15  0.031
C12 -1.76 -3.60 -0.75  0.001
C13 -2.99 -4.07 -1.12  0.000
N2 -0.70 -4.60 -0.66  0.000
O4 0.33 -4.32 -0.08  0.000
O5 -0.93 -5.70 -1.15  0.000
N3 -2.70 0.02 -0.13  0.001
O6 -1.63 0.64 -0.03  0.012
O7 -3.78 0.57 0.08  0.000
H8 -4.80 -1.22 -0.86  0.000
H9 -3.10 -5.12 -1.35  0.000
S1 -2.91 6.49 -1.50  0.000
C14 -2.17 5.28 -0.61  0.001
S2 -0.55 4.80 -0.94  0.005
C15 -0.59 3.63 0.36  0.009
N4 -1.74 3.60 0.96  0.016
N5 -2.62 4.52 0.41  0.003
C16 -3.92 4.48 0.99  0.000
C17 -4.84 5.52 0.84  0.000
C18 -6.09 5.41 1.43  0.000
C19 -6.45 4.30 2.16  0.000
C20 -5.53 3.27 2.31  0.000
C21 -4.27 3.35 1.73  0.000
S3 0.80 2.71 0.75  0.039
H10 -4.57 6.40 0.28  0.000
H11 -6.79 6.23 1.30  0.000
H12 -7.43 4.22 2.60  0.000
H13 -5.78 2.38 2.87  0.000
H14 -3.56 2.55 1.84  0.000
F1 -3.16 1.24 -3.96  0.000
C22 -2.12 0.63 -4.56  0.000
C23 -0.97 0.45 -3.91  0.000
N6 0.11 -0.18 -4.49  0.000
C24 1.39 -0.40 -3.79  0.000
C25 1.32 -0.53 -2.26  -0.001
O8 1.97 -1.44 -1.76  -0.008
O9 0.68 0.38 -1.65  0.001
C26 0.06 -0.59 -5.80  0.000
O10 0.99 -1.10 -6.39  0.000
N7 -1.15 -0.40 -6.43  0.000
C27 -2.31 0.20 -5.93  0.000
O11 -3.30 0.32 -6.62  0.000
H15 -0.81 0.78 -2.89  0.000
H16 2.07 0.43 -4.01  0.000
H17 1.81 -1.31 -4.19  0.000
H18 -1.20 -0.72 -7.38  0.000
C28 4.62 3.00 4.07  -0.003
C29 3.73 2.01 4.44  0.000
C30 3.18 1.17 3.48  -0.003
C31 3.50 1.30 2.13  -0.013
C32 4.41 2.30 1.78  -0.004
C33 4.96 3.14 2.74  0.000
Ge1 2.78 0.06 0.73  -0.104
C34 3.39 -1.72 1.32  -0.017
C35 2.84 -2.86 0.74  -0.001
C36 3.24 -4.12 1.13  0.000
C37 4.22 -4.27 2.11  -0.001
C38 4.78 -3.15 2.69  -0.001
C39 4.36 -1.88 2.30  -0.004
C40 3.88 0.56 -0.82  -0.022
C41 4.89 -0.28 -1.28  -0.005
C42 5.66 0.07 -2.38  -0.001
C43 5.43 1.27 -3.04  -0.002
C44 4.42 2.11 -2.60  0.000
C45 3.65 1.76 -1.50  -0.002
H19 5.05 3.66 4.82  0.000
H20 3.46 1.88 5.48  0.000
H21 2.50 0.40 3.81  0.000
H22 4.69 2.44 0.75  0.000
H23 5.66 3.91 2.43  0.000
H24 2.07 -2.75 -0.02  0.000
H25 2.79 -4.99 0.66  0.000
H26 4.54 -5.26 2.41  0.000
H27 5.54 -3.25 3.46  0.000
H28 4.80 -1.01 2.77  0.000
H29 5.06 -1.23 -0.79  0.000
H30 6.44 -0.60 -2.73  0.000
H31 6.03 1.54 -3.91  0.000
H32 4.23 3.04 -3.12  0.000
H33 2.85 2.41 -1.17  0.000

Charge: -2
<S²>: 0.96
Relative energy (zero: lowest compared OMol25 entry of this formula, charge and spin) (kcal/mol): 0.0
Max |F| (eV/Å): 0.99
2S+1: 2
LUMO energy (alpha / beta) (eV): 3.0 / 3.1

***

Molecular formula: C45H34CoN6S2
Method: DFT, the ωB97M-V functional and the def2-TZVPD basis

Each line ends with the Löwdin charge.
Positions of all 88 atoms, in Å:
Co1 0.24 0.64 -0.05  0.111
S1 0.56 0.52 2.29  0.710
C1 1.77 1.78 2.45  -0.652
C2 1.79 2.62 3.55  -0.081
C3 2.66 3.70 3.63  -0.204
C4 2.60 4.58 4.76  -0.195
N1 2.55 5.28 5.67  0.141
C5 3.55 3.94 2.57  -0.205
C6 3.54 3.10 1.46  -0.066
C7 2.65 2.04 1.37  -0.638
S2 2.57 1.06 -0.07  0.796
C8 4.43 5.07 2.59  -0.195
N2 5.14 5.98 2.59  0.140
H1 1.13 2.41 4.38  0.115
H2 4.21 3.31 0.64  0.110
C9 0.05 -0.07 -4.26  -0.093
C10 0.36 1.20 -4.74  -0.104
C11 0.55 2.23 -3.84  -0.039
C12 0.43 1.99 -2.47  -0.185
C13 0.15 0.72 -1.96  -0.146
C14 -0.06 -0.30 -2.90  -0.105
C15 0.50 3.05 -1.46  -0.219
C16 0.89 4.38 -1.79  0.010
C17 0.81 5.35 -0.85  0.001
C18 0.25 5.04 0.41  -0.150
C19 -0.03 6.06 1.35  -0.043
C20 -0.69 5.77 2.51  -0.080
C21 -1.06 4.43 2.77  -0.061
C22 -0.74 3.42 1.91  -0.061
C23 -0.09 3.70 0.69  -0.177
N3 0.14 2.70 -0.24  0.076
H3 -0.12 -0.88 -4.96  0.095
H4 0.46 1.38 -5.80  0.091
H5 0.77 3.22 -4.22  0.095
H6 -0.30 -1.30 -2.57  0.074
H7 1.27 4.58 -2.78  0.102
H8 1.12 6.36 -1.06  0.118
H9 0.27 7.07 1.12  0.110
H10 -0.92 6.55 3.22  0.101
H11 -1.57 4.20 3.69  0.108
H12 -1.02 2.40 2.12  0.050
C24 -2.10 -3.68 -2.61  -0.030
C25 -2.06 -4.67 -1.48  -0.223
C26 -3.00 -5.70 -1.41  -0.050
C27 -2.95 -6.66 -0.41  -0.090
C28 -1.95 -6.61 0.55  -0.086
C29 -1.03 -5.58 0.51  -0.011
C30 -1.08 -4.61 -0.49  -0.213
N4 -0.10 -3.58 -0.50  0.140
C31 -0.37 -2.25 -0.20  -0.353
N5 -1.68 -2.00 -0.01  0.159
C32 -2.37 -0.77 0.07  -0.180
C33 -1.71 0.46 -0.01  -0.105
C34 -2.57 1.56 -0.04  -0.099
C35 -3.95 1.47 0.06  -0.096
C36 -4.55 0.23 0.19  -0.078
C37 -3.77 -0.91 0.19  -0.224
C38 -4.42 -2.27 0.30  -0.049
N6 0.56 -1.36 -0.13  0.054
C39 1.90 -1.87 -0.30  -0.288
C40 2.56 -1.65 -1.50  -0.074
C41 3.83 -2.16 -1.71  -0.083
C42 4.45 -2.90 -0.71  -0.094
C43 3.78 -3.14 0.47  -0.051
C44 2.50 -2.65 0.71  -0.225
C45 1.80 -2.98 2.00  -0.036
H13 -2.62 -4.11 -3.47  0.081
H14 -1.09 -3.40 -2.91  0.078
H15 -2.61 -2.76 -2.32  0.080
H16 -3.77 -5.75 -2.17  0.111
H17 -3.69 -7.45 -0.38  0.099
H18 -1.90 -7.35 1.33  0.101
H19 -0.25 -5.50 1.27  0.107
H20 0.85 -3.86 -0.33  0.129
H21 -2.26 -2.82 0.00  0.089
H22 -2.16 2.56 -0.15  0.082
H23 -4.55 2.37 0.04  0.094
H24 -5.63 0.14 0.28  0.098
H25 -5.49 -2.15 0.44  0.075
H26 -4.04 -2.83 1.16  0.088
H27 -4.27 -2.88 -0.59  0.067
H28 2.08 -1.05 -2.25  0.092
H29 4.34 -1.95 -2.64  0.101
H30 5.45 -3.29 -0.86  0.094
H31 4.26 -3.72 1.25  0.103
H32 2.49 -3.47 2.68  0.078
H33 0.95 -3.65 1.84  0.056
H34 1.42 -2.07 2.47  0.029

Charge: -1
Max |F| (eV/Å): 0.50
LUMO energy (eV): 2.2

***

Molecular formula: C45H34F24O8S
Method: DFT, the ωB97M-V functional and the def2-TZVPD basis

Each line ends with the Löwdin charge.
Positions of all 112 atoms, in Å:
C1 -2.22 -1.50 -0.76  -0.003
C2 -3.31 -0.53 -0.26  -0.488
C3 -4.57 -1.31 -0.31  -0.307
F1 -4.89 -2.14 0.70  0.111
F2 -5.61 -0.43 -0.45  0.086
F3 -2.98 0.04 0.86  0.165
F4 -3.45 0.59 -1.05  0.102
O1 -2.45 -2.31 -1.98  0.002
C4 -2.30 -3.73 -1.88  -0.509
C5 -1.71 -4.15 -3.26  -0.348
F5 -1.10 -5.33 -3.42  0.105
F6 -2.55 -4.08 -4.28  0.129
F7 -1.41 -4.04 -0.92  0.145
F8 -3.48 -4.24 -1.63  0.184
H1 -1.92 -2.12 0.08  0.146
H2 -1.35 -0.86 -0.96  0.110
H3 -4.50 -1.95 -1.19  0.156
H4 -0.91 -3.43 -3.46  0.142
C6 -1.02 -0.74 4.45  -0.013
C7 0.25 -0.20 3.67  -0.461
C8 0.00 1.27 3.34  -0.369
F9 1.10 1.91 2.94  0.099
F10 -0.95 1.48 2.48  0.146
F11 1.33 -0.53 4.35  0.166
F12 0.35 -0.82 2.49  0.124
O2 -2.28 -0.37 3.82  -0.004
C9 -3.26 0.33 4.59  -0.383
C10 -4.72 0.52 4.01  -0.264
F13 -4.85 1.27 2.89  0.089
F14 -5.31 -0.70 3.86  0.098
F15 -3.39 -0.32 5.77  0.133
F16 -2.77 1.62 4.94  0.072
H5 -1.01 -0.41 5.49  0.137
H6 -1.09 -1.82 4.57  0.146
H7 -0.29 1.79 4.25  0.153
H8 -5.36 1.12 4.65  0.167
C11 6.44 -1.28 4.08  -0.049
C12 7.83 -2.00 3.60  -0.391
C13 7.73 -3.57 3.71  -0.381
F17 6.68 -4.06 2.98  0.075
F18 8.72 -4.29 3.39  0.161
F19 8.14 -1.67 2.31  0.102
F20 8.89 -1.70 4.35  0.126
O3 5.26 -1.44 3.30  -0.030
C14 4.68 -0.21 2.83  -0.472
C15 3.58 -0.68 1.74  -0.337
F21 2.81 -1.71 1.97  0.161
F22 2.88 0.35 1.34  0.107
F23 4.22 0.06 4.07  0.116
F24 5.62 0.60 2.46  0.207
H9 6.68 -0.22 4.22  0.131
H10 6.20 -1.64 5.08  0.138
H11 7.57 -3.89 4.73  0.163
H12 4.22 -0.86 0.88  0.169
C16 -0.08 1.53 -0.62  -0.250
S1 0.29 1.74 -2.44  0.874
O4 -0.43 0.55 -3.14  -0.580
C17 -0.77 3.29 -2.46  -0.226
H13 -1.13 1.30 -0.46  0.030
H14 0.13 2.49 -0.17  0.039
H15 0.50 0.69 -0.23  0.043
H16 -1.69 2.75 -2.24  0.035
H17 -0.96 3.62 -3.48  0.048
H18 -0.44 3.99 -1.69  0.050
C18 2.49 -6.51 -7.72  -0.061
C19 3.15 -6.13 -8.95  -0.048
C20 2.90 -4.83 -9.36  -0.010
C21 2.13 -3.88 -8.57  -0.067
C22 1.63 -4.30 -7.32  -0.049
C23 1.84 -5.63 -6.87  -0.012
C24 0.88 -3.27 -6.41  -0.264
O5 0.38 -3.55 -5.38  0.130
C25 0.74 -1.86 -6.92  -0.055
C26 0.10 -0.87 -6.15  -0.019
C27 -0.12 0.42 -6.55  -0.026
C28 0.49 0.77 -7.82  -0.074
C29 1.12 -0.12 -8.60  -0.018
C30 1.20 -1.51 -8.23  -0.069
C31 1.88 -2.49 -9.09  -0.218
O6 2.29 -2.09 -10.26  0.028
H19 2.58 -7.52 -7.34  0.097
H20 3.81 -6.78 -9.50  0.103
H21 3.30 -4.57 -10.32  0.110
H22 1.37 -6.05 -6.00  0.115
H23 -0.37 -1.09 -5.20  0.100
H24 -0.67 1.11 -5.92  0.097
H25 0.45 1.81 -8.10  0.101
H26 1.76 0.23 -9.40  0.117
C32 1.42 4.62 3.37  -0.094
C33 1.52 4.48 4.74  -0.048
C34 0.28 4.44 5.43  -0.001
C35 -1.02 4.46 4.85  -0.068
C36 -1.05 4.60 3.38  -0.052
C37 0.21 4.63 2.70  -0.013
C38 -2.29 4.79 2.54  -0.265
O7 -2.26 4.72 1.28  0.065
C39 -3.52 4.87 3.39  -0.064
C40 -4.83 4.97 2.67  0.037
C41 -6.06 4.84 3.36  -0.071
C42 -6.06 4.58 4.75  -0.052
C43 -4.82 4.61 5.44  -0.010
C44 -3.58 4.70 4.78  -0.082
C45 -2.29 4.41 5.66  -0.278
O8 -2.32 4.36 6.87  0.104
H27 2.41 4.76 2.98  0.110
H28 2.50 4.39 5.21  0.109
H29 0.32 4.25 6.49  0.109
H30 0.24 4.72 1.62  0.111
H31 -4.77 5.30 1.64  0.104
H32 -6.97 4.83 2.78  0.100
H33 -7.07 4.36 5.06  0.101
H34 -4.85 4.39 6.50  0.110

Max |F| (eV/Å): 6.78
LUMO energy (eV): -1.5

***

Question: The lowest max |F| belongs to which entry?
Answer: C45H34CoN6S2

***

Question: What is the formula in the first record?
Answer: C45H33FGeN7NiO11S3

***

Question: Look up the max |F| of the first one.
Answer: 0.99 eV/Å